No. 1
{
  "formula": "C3H11N3",
  "method": "ωB97M-V with the def2-TZVPD basis set",
  "symbols": ["C", "C", "N", "H", "H", "H", "H", "H", "N", "C", "N", "H", "H", "H", "H", "H", "H"],
  "positions_angstrom": [[-2.76191, -0.67309, -2.49377], [-2.35898, -1.54274, -1.49134], [-2.31544, -1.14794, -0.10713], [-2.92336, 0.40085, -2.31677], [-3.38891, -0.98103, -3.24412], [-2.58076, -2.65582, -1.62037], [-2.22812, -0.17712, 0.04241], [-2.03820, -1.81792, 0.68124], [1.33731, 1.65391, 0.96384], [2.58993, 1.23280, 1.54331], [2.94591, -0.17488, 1.27261], [1.17040, 1.13680, 0.10913], [1.24954, 2.62757, 0.91640], [2.47585, 1.26834, 2.65250], [3.46866, 1.87264, 1.28810], [3.15562, -0.26905, 0.30864], [2.20245, -0.75332, 1.49532]],
  "lowdin_charge": [-0.143, -0.428, -0.069, 0.019, -0.032, 0.080, -0.013, -0.015, -0.055, -0.489, -0.035, 0.014, 0.008, 0.089, 0.092, 0.007, -0.029],
  "orbital_gap_ev": [2.853, 8.335],
  "spin_multiplicity": 2,
  "s2": 0.75,
  "total_charge": -1,
  "e_homo_ev": [1.25, -4.32],
  "relative_energy_kcal_mol": 39.1,
  "max_force_ev_per_a": 3.55
}

No. 2
{
  "formula": "C3H11N3",
  "method": "ωB97M-V with the def2-TZVPD basis set",
  "symbols": ["C", "N", "C", "H", "H", "H", "H", "H", "H", "H", "N", "C", "N", "H", "H", "H", "H"],
  "positions_angstrom": [[0.62600, 2.22237, 0.73305], [1.42967, 1.30019, -0.08238], [2.16405, 0.26199, 0.79160], [0.97267, 3.22917, 0.99289], [0.49161, 1.77011, 1.76719], [-0.26523, 2.36109, 0.24083], [2.12815, 1.82264, -0.60472], [1.50026, -0.58990, 1.07437], [2.95973, -0.07412, 0.06714], [2.78670, 0.86593, 1.60272], [-2.57053, -1.13860, -1.65742], [-1.81713, -1.91771, -0.71512], [-2.39421, -3.06255, -0.25084], [-2.16260, -0.22485, -1.96539], [-3.15629, -1.79170, -2.20742], [-0.84926, -1.58297, -0.35084], [-1.84360, -3.45109, 0.56435]],
  "lowdin_charge": [-0.169, -0.195, -0.138, 0.070, 0.091, 0.026, 0.078, 0.067, 0.069, 0.104, 0.020, -0.315, -0.006, 0.096, 0.093, 0.083, 0.027],
  "orbital_gap_ev": 9.871,
  "e_homo_ev": -8.99,
  "relative_energy_kcal_mol": 55.8,
  "max_force_ev_per_a": 4.67,
  "smiles": "[H]/N=C/N.CNC"
}

No. 3
{
  "formula": "C3H11N3",
  "method": "ωB97M-V with the def2-TZVPD basis set",
  "symbols": ["C", "C", "N", "H", "H", "H", "H", "H", "H", "H", "N", "C", "N", "H", "H", "H", "H"],
  "positions_angstrom": [[-3.50736, -0.43136, -1.07907], [-2.58440, -0.21975, 0.13457], [-1.37033, -0.95391, 0.23945], [-3.74004, 0.50433, -1.60704], [-3.00869, -1.05423, -1.83840], [-4.47804, -0.77817, -0.74922], [-2.50402, 0.90972, 0.16867], [-3.17286, -0.34371, 1.06710], [-1.57013, -1.94298, 0.23583], [-0.62674, -0.72270, -0.39906], [3.10028, 0.44004, 1.31437], [3.88021, 0.58832, 0.16684], [4.65241, 1.56413, 0.00849], [2.92975, 1.29226, 1.83219], [3.30888, -0.33613, 1.92225], [3.60124, -0.23140, -0.52726], [5.08984, 1.71554, -0.88973]],
  "lowdin_charge": [-0.119, -0.383, -0.020, 0.058, 0.068, 0.053, 0.112, 0.101, 0.066, 0.063, 0.031, -0.401, 0.075, 0.077, 0.074, 0.111, 0.034],
  "orbital_gap_ev": 10.086,
  "e_homo_ev": -9.07,
  "relative_energy_kcal_mol": 33.3,
  "max_force_ev_per_a": 3.03,
  "smiles": "[H]/N=C/N.CCN"
}

No. 4
{
  "formula": "C3H11N3",
  "method": "ωB97M-V with the def2-TZVPD basis set",
  "symbols": ["C", "C", "N", "H", "H", "H", "H", "H", "N", "C", "N", "H", "H", "H", "H", "H", "H"],
  "positions_angstrom": [[-2.17531, 0.56281, 0.13832], [-1.84423, -0.81776, 0.30576], [-1.85251, -1.88622, -0.72672], [-2.58118, 1.01303, -0.73719], [-2.08781, 1.17553, 1.04894], [-1.28458, -1.22584, 1.23229], [-1.11283, -2.59240, -0.64665], [-1.73669, -1.56244, -1.70423], [1.14120, 1.68555, -0.26006], [1.75292, 0.52858, 0.62617], [2.27805, -0.70615, 0.00252], [0.96516, 2.55439, 0.08280], [0.22895, 1.52996, -0.74546], [0.87497, 0.15272, 1.18779], [2.43430, 0.97489, 1.37709], [1.75020, -0.70936, -0.86022], [3.24940, -0.67728, -0.32117]],
  "lowdin_charge": [-0.044, -0.231, -0.017, 0.023, 0.040, 0.112, 0.063, 0.075, -0.012, -0.297, -0.016, -0.015, 0.041, 0.067, 0.105, 0.046, 0.061],
  "orbital_gap_ev": 9.517,
  "e_homo_ev": -8.55,
  "relative_energy_kcal_mol": 63.4,
  "max_force_ev_per_a": 5.03,
  "smiles": "C=CN.NCN"
}

No. 5
{
  "formula": "C3H11N3",
  "method": "ωB97M-V with the def2-TZVPD basis set",
  "symbols": ["C", "C", "N", "H", "H", "H", "H", "H", "N", "C", "N", "H", "H", "H", "H", "H", "H"],
  "positions_angstrom": [[0.74058, 2.19796, -1.11974], [-1.38965, 1.25197, -1.29324], [-0.47431, 1.87298, -1.88120], [0.73635, 1.73983, -0.14052], [0.83407, 3.28105, -1.09949], [1.58475, 1.78591, -1.67877], [-2.27925, 0.95188, -1.84143], [-1.37722, 0.95950, -0.23580], [1.10775, -1.28793, 0.06241], [-0.13816, -1.26082, 0.80167], [-0.15160, -2.12569, 2.00488], [1.86221, -1.08502, 0.69115], [1.25776, -2.12297, -0.48857], [-0.35158, -0.24804, 1.11963], [-0.90099, -1.66214, 0.14396], [-0.99462, -2.67573, 2.11700], [-0.06611, -1.57275, 2.83808]],
  "lowdin_charge": [-0.141, -0.097, -0.079, 0.046, 0.070, 0.074, 0.062, 0.048, 0.004, -0.374, -0.011, 0.057, 0.066, 0.073, 0.104, 0.052, 0.044],
  "orbital_gap_ev": 10.246,
  "e_homo_ev": -9.33,
  "relative_energy_kcal_mol": 38.0,
  "max_force_ev_per_a": 1.48,
  "smiles": "C=NC.NCN"
}

No. 6
{
  "formula": "C3H11N3",
  "method": "ωB97M-V with the def2-TZVPD basis set",
  "symbols": ["C", "C", "C", "N", "N", "N", "H", "H", "H", "H", "H", "H", "H", "H", "H", "H", "H"],
  "positions_angstrom": [[-0.83806, -0.63435, -2.30510], [-1.05145, 1.26443, -0.03157], [0.81750, -0.83221, 1.42435], [0.08672, -0.25705, -1.37893], [0.22060, 0.69121, -0.30042], [1.15800, 0.33436, 0.64158], [-1.96902, -0.61698, -2.24116], [-0.42847, -1.13110, -3.22459], [-1.26626, 1.89975, -0.90204], [-1.94396, 0.61254, 0.09096], [-0.88584, 1.91327, 0.88182], [-0.33910, -0.79591, 1.55878], [1.09768, -1.80471, 1.02641], [1.20592, -0.73893, 2.46837], [1.09562, -0.65779, -1.69294], [2.04018, 0.08417, 0.14304], [1.14575, 1.34775, 1.19889]],
  "lowdin_charge": [0.257, -0.021, 0.007, 0.062, -0.197, 0.023, 0.155, 0.150, 0.127, 0.121, 0.143, 0.149, 0.117, 0.140, 0.246, 0.214, 0.305],
  "orbital_gap_ev": 9.883,
  "total_charge": 2,
  "e_homo_ev": -19.82,
  "relative_energy_kcal_mol": 97.2,
  "max_force_ev_per_a": 5.61,
  "smiles": "C=[NH+]N(C)[NH2+]C"
}

No. 7
{
  "formula": "C3H11N3O",
  "method": "ωB97M-V with the def2-TZVPD basis set",
  "symbols": ["C", "O", "H", "H", "H", "H", "C", "N", "C", "N", "N", "H", "H", "H", "H", "H", "H", "H"],
  "positions_angstrom": [[0.42155, -0.97359, -1.98142], [1.44343, -1.68578, -1.48505], [1.41365, -1.51382, -0.24327], [0.68334, -0.06683, -2.55363], [-0.32160, -1.59639, -2.50310], [-0.13204, -0.45617, -1.05748], [0.80341, 1.41215, 0.30453], [-0.98137, 0.04104, 1.28789], [0.25753, 0.06093, 0.67033], [-1.93227, 1.01608, 0.94249], [1.12466, -0.90772, 0.91221], [-1.32451, -0.88070, 1.53839], [-2.41486, 1.34151, 1.77300], [-2.60770, 0.66008, 0.26936], [0.74619, -1.67923, 1.45499], [0.99841, 1.98083, 1.21442], [0.08728, 1.96036, -0.30158], [1.73489, 1.28724, -0.24209]],
  "lowdin_charge": [-0.289, -0.232, 0.092, 0.077, 0.077, 0.069, -0.026, -0.060, -0.470, 0.024, 0.084, 0.139, 0.087, 0.090, 0.084, 0.093, 0.071, 0.091],
  "orbital_gap_ev": 9.255,
  "e_homo_ev": -8.68,
  "relative_energy_kcal_mol": 79.3,
  "max_force_ev_per_a": 2.52
}

No. 8
{
  "formula": "C3H11N3O",
  "method": "ωB97M-V with the def2-TZVPD basis set",
  "symbols": ["C", "C", "C", "N", "H", "H", "H", "H", "H", "H", "H", "N", "N", "O", "H", "H", "H", "H"],
  "positions_angstrom": [[-0.08873, 0.16523, 2.09454], [2.15040, 0.33263, 0.24160], [0.85029, 1.04081, 0.06715], [-0.18321, 0.93680, 0.86141], [0.69284, 1.60108, -0.85387], [0.83879, 0.35598, 2.63782], [-0.19005, -0.89817, 1.85066], [-0.91781, 0.45084, 2.74451], [2.74785, 0.80980, 1.02413], [1.99074, -0.71044, 0.52813], [2.70658, 0.34507, -0.69658], [-1.38220, -0.48727, -0.99600], [-2.21377, -0.48912, -2.13844], [-0.32563, -1.45546, -1.21812], [-0.82130, -2.29168, -1.28787], [-1.08800, 0.29923, 0.03309], [-1.73134, -0.08599, -2.94582], [-3.03544, 0.08066, -1.94634]],
  "lowdin_charge": [-0.105, -0.064, -0.163, -0.082, 0.123, 0.078, 0.092, 0.080, 0.086, 0.085, 0.080, -0.312, -0.059, -0.156, 0.067, 0.139, 0.051, 0.060],
  "orbital_gap_ev": 6.920,
  "e_homo_ev": -6.39,
  "relative_energy_kcal_mol": 137.4,
  "max_force_ev_per_a": 3.54
}